# 1
Here is one molecule with the formula C3H6N2OS in a non-equilibrium geometry from the Open Molecules 2025 dataset. Energies are from ωB97M-V/def2-TZVPD.

Relative energy (zero: lowest compared OMol25 entry of this formula, charge and spin) in kcal per mole: 67.5
DFT total energy in a.u.: -700.78161
Frontier orbital gap in eV: 9.17
E_HOMO in eV: -8.59
Charge: 0
2S+1: 1

```
13
C3H6N2OS, DFT ωB97M-V/def2-TZVPD
S -2.11560 1.86394 -1.14092
O -0.77305 -0.57153 0.22006
N 1.24659 0.39082 -0.04758
N 0.42601 1.47173 -0.42282
C 1.17809 -1.96480 0.42364
C 0.50919 -0.64592 0.19166
C -0.86156 1.33442 -0.03857
H 1.49786 -2.01419 1.46255
H 0.46892 -2.76526 0.23133
H 2.05056 -2.05967 -0.21545
H -1.08843 1.46159 1.01186
H -3.12210 1.79637 -0.27332
H 0.58353 1.70251 -1.40244
```



# 2
Here is one molecule with the formula C5H8N2 from the Open Molecules 2025 dataset. Energies are from ωB97M-V/def2-TZVPD.

Relative energy (zero: lowest compared OMol25 entry of this formula, charge and spin) in kcal per mole: 58.3
DFT total energy in a.u.: -304.74266
Frontier orbital gap in eV: 8.41
E_HOMO in eV: -7.64
Charge: 0
2S+1: 1

```
15
C5H8N2, DFT ωB97M-V/def2-TZVPD
N 1.13463 0.12475 0.25189
N -0.96296 0.18329 -0.11311
C -0.33015 1.12783 -0.90959
C 1.02167 1.14418 -0.69556
C -0.03073 -0.43711 0.60612
C -2.36514 -0.13358 -0.12392
C 2.47025 -0.38217 0.39869
H 2.42659 -1.41032 0.73422
H 2.99238 0.27096 1.08677
H -0.91116 1.71991 -1.59303
H -2.63799 -0.56951 -1.08315
H -2.96922 0.75750 0.03823
H -2.57694 -0.85217 0.66215
H 2.96809 -0.31306 -0.57658
H -0.22932 -1.23051 1.31689
```



# 3
Here is C25H39BCdN2P2 as an isolated structure from the Open Molecules 2025 dataset. Energies are from ωB97M-V/def2-TZVPD.

DFT total energy in a.u.: -1960.84015
Frontier orbital gap in eV: 7.79
E_HOMO in eV: -7.31
Charge: 0
2S+1: 1

```
70
C25H39BCdN2P2, DFT ωB97M-V/def2-TZVPD
Cd 0.49942 1.19828 -0.46858
P 1.91067 -0.01484 1.27285
P -1.49501 0.01630 -1.59267
N 1.61166 2.50169 -1.74186
N -1.03824 0.69994 1.12163
C -3.23502 1.69687 1.63869
C 3.52297 0.73076 3.51832
C -1.39291 -1.47022 4.09069
C -4.89621 1.84952 -0.10349
C -1.71738 -0.64583 3.03695
C -4.02527 1.21546 -0.97592
C 3.14370 1.08881 2.08288
C -3.08006 -0.64769 -3.92207
C -2.34785 1.04839 0.77664
C -1.95876 1.63168 -3.76809
C -1.46550 -1.75068 -1.08248
C 2.62754 2.52995 2.01659
C 2.78991 -1.50811 0.65748
C 2.41577 2.54496 -2.57499
C -0.72909 -0.09267 2.18422
C -1.89647 0.15140 -3.37504
C 3.49905 -1.15418 -0.65486
C -0.56361 -2.55718 -2.01742
C -0.06916 -1.80686 4.37176
C -2.76140 0.80752 -0.55639
C -4.49109 2.08600 1.20485
C 0.62410 -0.48437 2.44339
C 0.91012 -1.31582 3.53442
C -2.83504 -2.39608 -0.88032
C 3.76965 -2.18141 1.61679
B 3.51968 2.55271 -3.70338
H 4.32415 1.69679 -3.37702
H -0.98562 -0.25410 -3.82992
H 2.52732 2.88295 0.98962
H 0.18371 -2.44552 5.20635
H -3.45281 -1.81471 -0.19563
H -4.34256 1.03794 -1.99371
H 4.22258 -3.04420 1.12275
H -1.97462 1.72011 -4.85568
H 2.65865 0.80895 4.17973
H 4.01794 3.65748 -3.73012
H -2.85550 2.11497 -3.37890
H -5.15735 2.59377 1.89117
H -0.98331 -1.69089 -0.10099
H -1.09129 2.18549 -3.40534
H 3.31658 3.20090 2.53327
H -3.37985 -2.50625 -1.81741
H 3.29536 -2.53958 2.52870
H 2.95885 2.27069 -4.74446
H -4.01994 -0.40939 -3.42571
H 4.58286 -1.50501 1.88660
H -2.75747 -0.42039 2.84822
H 1.93858 -1.58543 3.73303
H -2.19113 -1.86548 4.70826
H 4.27822 1.43579 3.87279
H -3.20309 -0.42270 -4.98407
H 2.83483 -0.68676 -1.38330
H 3.93465 -0.27284 3.61591
H 3.91678 -2.05491 -1.10873
H 4.32817 -0.46261 -0.48528
H 0.40591 -2.07805 -2.17615
H 4.02916 1.00679 1.44291
H -5.87539 2.16096 -0.44146
H -2.91702 1.91005 2.65140
H 1.65618 2.61569 2.51264
H 1.97028 -2.20168 0.44015
H -1.02668 -2.70008 -2.99606
H -0.37958 -3.54783 -1.59735
H -2.71100 -3.39404 -0.45285
H -2.92271 -1.72117 -3.83395
```



# 4
Here is a 2-piece molecular cluster, C24H24NOS overall in a non-equilibrium geometry from the Open Molecules 2025 dataset. Energies are from ωB97M-V/def2-TZVPD.

Relative energy (zero: lowest compared OMol25 entry of this formula, charge and spin) in kcal per mole: 36.3
DFT total energy in a.u.: -1456.81132
Frontier orbital gap in eV: 6.89
E_HOMO in eV: -11.05
Charge: +1
2S+1: 1

```
51
C24H24NOS, DFT ωB97M-V/def2-TZVPD
S -3.13571 -0.55897 0.28670
O -1.29280 1.77955 0.28953
N 0.09310 -0.53709 -1.46398
C 1.79787 1.72888 4.20132
C -1.26935 -0.60538 -1.47904
C 2.26491 -1.28058 -1.53084
C -4.05320 0.86787 0.96459
C -3.89847 -1.89067 1.25556
C 0.58051 -2.94909 -0.93149
C 3.27140 0.95283 -2.33660
C 1.57263 -3.93406 -1.04674
C -2.00628 0.39319 -2.27210
C 2.26022 0.10635 -1.90239
C 2.20609 1.86638 2.86476
C 0.49446 1.30545 4.50355
C 0.60834 1.88086 -2.12171
C 2.88859 -3.58359 -1.39335
C 2.94100 2.25988 -2.70227
C 0.92135 0.56093 -1.83687
C 0.94062 -1.64086 -1.20725
C 3.25828 -2.25153 -1.61954
C -1.56328 -0.45760 0.93029
C 1.31279 1.57517 1.82713
C 0.03352 1.08547 2.12764
C -0.36460 0.94792 3.46299
C -0.99226 0.84006 1.05454
C 1.62492 2.73030 -2.58489
H -0.39237 2.25428 -1.95856
H 3.21671 2.21233 2.62721
H -0.44479 -3.16468 -0.64504
H -3.13905 -2.62195 1.54819
H 1.33040 -4.98188 -0.87586
H 1.39025 3.75955 -2.85628
H -2.12645 1.32228 -1.70212
H 3.63496 -4.36975 -1.49746
H -4.30996 0.63734 2.00334
H 4.28682 0.55945 -2.38491
H 3.71351 2.93360 -3.07683
H 0.13614 1.25138 5.53657
H -1.50521 0.65653 -3.21267
H -3.00350 0.00445 -2.50768
H -4.64780 -2.33060 0.59036
H 1.60270 1.72084 0.78775
H 4.27539 -1.95982 -1.88863
H -1.36831 0.57858 3.67090
H -1.21952 -1.25710 1.57156
H 2.49008 1.96720 5.01342
H -4.38178 -1.44401 2.12852
H -1.63934 -1.63348 -1.44327
H -4.95746 0.94806 0.34746
H -3.43610 1.76572 0.88452
```



# 5
Here is C18H27F3N2O5SSbSn as an isolated structure from the Open Molecules 2025 dataset. Energies are from ωB97M-V/def2-TZVPD.

Relative energy (zero: lowest compared OMol25 entry of this formula, charge and spin) in kcal per mole: 0.0
DFT total energy in a.u.: -2340.01259
Frontier orbital gap in eV: 8.68
E_HOMO in eV: -11.69
Charge: +1
2S+1: 1

```
58
C18H27F3N2O5SSbSn, DFT ωB97M-V/def2-TZVPD
Sb -1.55608 -0.06342 -2.77687
Sn 1.26160 -0.03434 0.38975
S 0.69325 -1.09399 -2.60026
F 2.79706 -2.78282 -1.13500
F 2.46320 -3.67145 -3.06761
F 2.65181 -4.92704 -1.32794
O 0.67427 -1.86232 1.11359
O 2.69278 0.70333 2.58358
O -2.41540 2.00754 -0.04317
O -0.75402 0.56227 -0.33792
O -0.94014 -3.08554 2.04551
N -1.35235 -2.42912 -1.74921
N -0.20124 0.44964 2.24206
C 0.65815 -3.69017 -1.55795
C -2.03354 -3.43527 -1.19650
C -3.50543 -0.29545 -1.97111
C -0.03820 -2.54234 -1.92475
C -1.07878 -0.73197 2.34360
C 0.47548 0.67818 3.53308
C -0.42337 -2.02627 1.82538
C 1.77478 1.44176 3.38117
C -1.45281 1.41263 0.36664
C -0.91461 1.96013 -2.94707
C -0.05016 -4.72472 -0.97739
C -0.94418 1.63234 1.78926
C -4.46685 0.65608 -2.66619
C -1.82803 -0.67751 -4.80121
C 2.14898 -3.77762 -1.76862
C -1.48816 2.66528 -4.16863
C -2.13714 -2.16080 -4.95052
C -1.42149 -4.60314 -0.79379
H -0.28675 2.50457 1.78820
H -2.56945 2.76970 -4.10248
H -1.06846 3.66814 -4.24511
H -3.44907 -0.09824 -0.90624
H 3.16999 0.07845 3.13828
H -1.20168 2.45046 -2.01802
H -0.90584 -0.41293 -5.31898
H -3.09725 -3.28397 -1.07499
H -3.05407 -2.43798 -4.43046
H 0.69406 -0.30011 3.96450
H -2.62695 -0.06642 -5.21778
H -1.99355 -5.38873 -0.32790
H -5.47028 0.50966 -2.26666
H -1.32921 -2.77955 -4.56374
H 1.63342 2.39934 2.87419
H -1.25296 2.14446 -5.09478
H -1.98386 -0.58150 1.75197
H -4.20033 1.69618 -2.48533
H -1.40359 -0.89251 3.37428
H -1.80144 1.86090 2.43201
H -0.20193 1.19751 4.22255
H 0.46987 -5.61681 -0.65973
H -4.51824 0.48692 -3.74054
H -2.26798 -2.41500 -6.00118
H 0.17539 1.90061 -2.98628
H 2.19255 1.65515 4.36913
H -3.73886 -1.34108 -2.15432
```



# 6
Here is an isolated ion of composition C4H8NO3S and charge -1 in a non-equilibrium geometry from the Open Molecules 2025 dataset. Energies are from ωB97M-V/def2-TZVPD.

Relative energy (zero: lowest compared OMol25 entry of this formula, charge and spin) in kcal per mole: 66.5
DFT total energy in a.u.: -835.83391
SMILES: C=[S@H]([O-])=NC(=O)OCC
Frontier orbital gap in eV: 7.41
E_HOMO in eV: -3.87
Charge: -1
2S+1: 1

```
17
C4H8NO3S, DFT ωB97M-V/def2-TZVPD
S 2.66324 0.01232 0.37319
O -0.08620 1.07832 0.12765
O 3.70756 -0.97444 0.56556
O -0.84650 -0.81122 -0.85420
N 1.38814 -0.74188 -0.16807
C 0.12485 -0.04806 -0.28584
C 3.19231 1.27893 -0.60094
C -2.87636 -0.86633 0.47780
C -2.14793 -0.26246 -0.71865
H -2.24638 -0.78014 1.35987
H -2.05202 0.82357 -0.58146
H -3.81083 -0.33674 0.65578
H -2.68603 -0.46590 -1.65041
H 2.39373 2.01114 -0.66371
H -3.09176 -1.91843 0.30150
H 2.29142 0.30642 1.79624
H 4.08278 1.69489 -0.13431
```